1.
{"formula": "C21H23N3O6S", "method": "the ωB97M-V functional and the def2-TZVPD basis", "de_lowest_ev": 1.5553, "largest_force_ev_per_a": 1.01, "homo_lumo_gap_ev": 8.79, "lumo_ev": 0.50, "total_energy_ev": -49742.0111, "species": ["C", "C", "C", "C", "C", "O", "H", "H", "H", "C", "H", "H", "C", "H", "C", "O", "H", "H", "C", "H", "C", "N", "S", "O", "H", "H", "C", "C", "O", "C", "H", "O", "C", "N", "C", "C", "H", "H", "C", "C", "H", "N", "C", "H", "H", "C", "O", "H", "H", "H", "H", "H", "C", "H"], "xyz": [[-1.520733, -0.897919, 0.887073], [0.076989, 1.404238, -2.554866], [2.048858, -2.304220, -1.610214], [0.157149, 1.954607, 3.748673], [-2.527360, 0.985243, -0.219661], [-3.919203, -2.259557, -0.909322], [-0.626099, 3.170564, 2.316852], [3.119805, -2.111846, -1.509076], [-2.158135, 2.886798, 0.676811], [2.262022, -2.010144, 1.996252], [2.440031, 1.633763, 0.819291], [-1.358543, -1.963114, 0.924805], [2.368990, 0.612294, 1.150080], [0.273074, -1.329475, -2.232254], [-1.186834, 1.308743, 1.759504], [0.288727, 0.864237, 4.250780], [0.013256, 3.933073, 4.577836], [-3.124317, 1.370430, -1.029517], [-2.677179, -0.655544, -3.924479], [1.900232, -3.057263, -2.383558], [1.307328, -1.043148, -2.021489], [1.325547, -0.019558, -0.975059], [-2.804684, -1.505328, -1.407863], [-1.663516, -2.239013, -1.889410], [0.394694, -2.871549, -0.378882], [1.893550, -3.718599, 0.035984], [0.783817, 3.213115, 4.310387], [2.719051, -1.032791, 2.861341], [-0.525825, -0.009584, -4.771790], [-0.987568, -0.067971, 1.853364], [-0.394675, -0.468605, 2.658018], [-1.120172, 0.640948, -2.709306], [1.476666, -2.759503, -0.273700], [-0.589771, 2.210200, 2.629950], [-2.258745, -0.367490, -0.154195], [-1.989541, 1.821907, 0.736891], [1.359283, 2.962007, 5.196438], [-0.206578, 2.461773, -2.584759], [1.844879, -0.357967, 0.301228], [-1.315411, 0.015025, -3.865941], [3.030162, -1.292110, 3.860961], [-3.392568, -0.543955, -2.675001], [0.715784, 1.167903, -1.178338], [3.197667, 1.040672, 3.067956], [2.238438, -3.043252, 2.312011], [1.834146, -1.694394, 0.716718], [0.648194, 2.068533, -0.358926], [-2.501156, -1.700051, -4.218020], [1.440961, 3.660919, 3.568024], [0.760413, 1.187339, -3.382290], [1.758472, -0.631440, -2.929803], [-3.247461, -0.167203, -4.719558], [2.798486, 0.274962, 2.420610], [-4.380595, -0.726700, -2.770564]], "atomic_forces_ev_per_a": [[-0.048, -0.047, -0.059], [0.379, 0.356, -0.157], [-0.203, 0.067, 0.025], [0.014, 0.438, 0.181], [-0.062, 0.225, 0.142], [-0.118, 0.218, 0.040], [0.098, -0.143, 0.121], [0.000, -0.052, -0.034], [-0.014, 0.119, -0.030], [0.009, 0.091, 0.026], [-0.015, 0.014, -0.004], [0.126, -0.147, 0.108], [0.135, 0.146, 0.007], [0.256, 0.104, -0.016], [-0.333, -0.414, -0.189], [0.014, -0.204, 0.116], [-0.050, 0.094, -0.001], [0.000, 0.116, -0.074], [0.534, -0.210, -0.222], [0.015, 0.043, -0.072], [0.026, -0.339, -0.637], [0.227, -0.278, 0.225], [-0.588, 0.135, 0.024], [0.054, 0.153, -0.116], [-0.032, -0.066, 0.006], [-0.047, 0.014, 0.041], [0.102, -0.201, 0.132], [0.025, -0.035, 0.063], [-0.114, -0.075, -0.025], [0.009, 0.009, 0.084], [0.038, -0.041, -0.003], [0.022, 0.142, 0.280], [0.096, -0.002, -0.104], [-0.087, 0.363, -0.248], [-0.198, -0.287, -0.539], [-0.106, -0.207, 0.146], [-0.015, -0.025, -0.007], [0.102, -0.251, 0.060], [0.164, -0.059, 0.460], [0.020, -0.074, -0.606], [0.026, -0.030, 0.110], [0.105, -0.462, 0.888], [-0.465, 0.458, -0.371], [0.021, 0.092, 0.072], [0.013, -0.123, 0.009], [-0.034, 0.029, -0.034], [0.116, 0.174, -0.114], [-0.001, 0.265, -0.079], [0.059, 0.097, -0.060], [-0.118, 0.035, 0.170], [-0.084, -0.051, 0.072], [0.040, -0.029, 0.145], [0.019, -0.074, -0.060], [-0.131, -0.071, 0.109]], "nbo_charge": [-0.174, -0.172, -0.397, 0.694, -0.171, -0.933, 0.400, 0.205, 0.211, -0.239, 0.240, 0.232, -0.214, 0.231, 0.280, -0.593, 0.228, 0.239, -0.333, 0.224, -0.223, -0.441, 2.304, -0.963, 0.227, 0.218, -0.715, -0.195, -0.592, -0.261, 0.267, -0.513, -0.449, -0.629, -0.357, -0.241, 0.242, 0.218, 0.118, 0.805, 0.216, -0.857, 0.676, 0.212, 0.211, 0.048, -0.629, 0.235, 0.228, 0.229, 0.206, 0.242, -0.212, 0.415]}



2.
{"formula": "As3CsF18", "method": "the ωB97M-V functional and the def2-TZVPD basis", "charge": -2, "de_lowest_ev": 1.6852, "largest_force_ev_per_a": 3.00, "homo_lumo_gap_ev": 11.71, "lumo_ev": 4.06, "total_energy_ev": -231993.9369, "species": ["As", "F", "F", "F", "F", "Cs", "F", "F", "As", "As", "F", "F", "F", "F", "F", "F", "F", "F", "F", "F", "F", "F"], "xyz": [[-19.129977, 20.848037, 5.259589], [-21.000373, 28.836914, 0.171446], [-19.566936, 19.864447, 3.766169], [-23.611306, 19.407559, 0.140711], [-22.311506, 19.440590, 2.320041], [-20.228686, 23.045735, 1.874868], [-18.619960, 21.771356, 6.686303], [-21.291021, 27.083479, -1.705350], [-21.914369, 19.470569, 0.597460], [-20.924270, 27.021201, 0.064050], [-21.412245, 19.395842, -1.104440], [-20.644389, 27.007028, 1.868859], [-20.163104, 19.511966, 1.015009], [-19.175339, 27.120391, -0.168481], [-22.084567, 21.304262, 0.621699], [-20.902525, 25.264274, 0.059720], [-17.517435, 19.990410, 5.283441], [-22.689131, 26.925087, 0.328263], [-19.758577, 19.546047, 6.497128], [-20.753290, 21.673743, 5.416310], [-21.887350, 17.687502, 0.579521], [-18.711045, 22.141652, 4.011196]], "atomic_forces_ev_per_a": [[-1.169, -2.095, 0.593], [0.085, -1.907, -0.308], [0.305, 1.367, 2.524], [0.770, 0.195, 0.180], [0.197, 0.258, -1.283], [-0.173, -0.080, -0.036], [-0.012, -0.254, -1.488], [0.847, -0.125, 1.773], [0.394, -1.036, 0.317], [-1.148, 1.877, 0.639], [-0.492, 0.700, 0.965], [-0.278, -0.245, -1.815], [-1.649, 0.511, -0.377], [-1.197, -0.291, -0.135], [0.537, -1.774, -0.254], [0.353, 0.542, -0.206], [-1.815, 1.454, -0.324], [1.369, 0.185, -0.002], [0.858, 1.798, -2.243], [1.794, -1.058, -0.627], [0.060, 1.117, 0.183], [0.364, -1.138, 1.924]], "nbo_charge": [2.764, -0.632, -0.598, -0.626, -0.614, 0.989, -0.615, -0.627, 2.803, 2.800, -0.627, -0.643, -0.627, -0.620, -0.668, -0.647, -0.618, -0.627, -0.636, -0.626, -0.637, -0.666]}



3.
{"formula": "C24H23ClNO6", "method": "the ωB97M-V functional and the def2-TZVPD basis", "charge": -1, "largest_force_ev_per_a": 3.52, "homo_lumo_gap_ev": 6.78, "lumo_ev": 2.79, "total_energy_ev": -51560.1520, "species": ["H", "C", "C", "H", "H", "H", "O", "C", "H", "C", "H", "H", "C", "H", "C", "H", "H", "C", "H", "C", "C", "H", "N", "C", "H", "H", "O", "H", "O", "C", "Cl", "H", "H", "C", "O", "C", "C", "C", "C", "C", "H", "H", "O", "C", "C", "H", "H", "C", "C", "H", "C", "C", "O", "H", "C"], "xyz": [[-3.580837, 3.043235, 2.122518], [-0.771631, 0.207541, -0.746132], [1.889001, -2.115999, -3.236901], [-5.200149, 1.169861, -1.832743], [-5.397961, 2.244305, 3.257327], [3.880074, 4.002979, 2.168046], [1.967040, 1.094594, -0.884713], [2.716223, 2.166459, 2.147988], [2.708130, -1.673619, -3.820631], [3.909569, 2.927761, 2.246886], [-3.796960, -2.746237, -2.969055], [-1.146818, -0.668146, 1.217231], [3.582527, -3.176965, -1.694086], [3.346793, -4.162023, -2.089465], [0.345151, -0.629188, -1.035695], [1.655962, -3.108431, -3.646605], [-6.015901, 1.654428, 1.753570], [2.350763, -2.274012, -1.791920], [-5.046378, 0.603962, 2.779081], [-2.309768, -1.406359, -2.083857], [-3.961377, 2.124662, 1.693524], [-1.534175, -2.159369, -2.217143], [0.443710, 0.719380, 1.669035], [2.750882, 0.763108, 2.255707], [6.111374, 0.364717, 2.686689], [-2.914282, 1.766866, -1.124923], [-2.921334, 1.104067, 1.777612], [4.402949, -2.753169, -2.266206], [-0.585019, -2.487053, 0.116489], [-3.110607, 0.751801, -1.465836], [6.570479, 3.159856, 2.551055], [-4.173196, 2.280518, 0.631554], [1.504681, -1.030006, 2.195540], [0.291078, -2.009002, -0.584566], [2.737760, -0.963961, -1.242488], [-5.162503, 1.610212, 2.419470], [1.693397, -0.079269, -1.072911], [-0.744576, 0.359164, 1.039473], [5.164771, 0.843351, 2.543418], [-2.085204, -0.189564, -1.407684], [0.997821, -1.475094, -3.312445], [1.759866, 2.667805, 1.940517], [-1.489957, 2.644932, 0.892415], [5.131986, 2.232965, 2.439751], [1.482315, 0.065743, 2.035572], [-5.673037, -1.102043, -2.784169], [3.888082, -3.281255, -0.655438], [3.979104, 0.120902, 2.456254], [-4.401463, 0.434284, -1.915679], [3.990156, -0.954070, 2.516131], [-4.660120, -0.836312, -2.446492], [-1.755057, 1.500209, 1.232216], [1.345773, -2.845535, -0.967159], [-0.551206, 1.248703, -0.943571], [-3.607908, -1.751707, -2.546544]], "atomic_forces_ev_per_a": [[0.115, 0.163, -0.050], [0.404, 1.198, 1.559], [-0.065, -0.004, -0.250], [0.179, -0.069, -0.152], [-0.101, 0.173, 0.484], [0.115, 0.063, -0.029], [0.262, -0.166, -0.444], [1.286, 0.824, -0.010], [-0.229, -0.105, 0.118], [-0.401, -1.893, 0.135], [0.229, 0.453, 0.104], [0.124, 0.828, 0.549], [-0.411, 0.356, 0.131], [-0.087, -0.060, -0.036], [2.650, -2.317, -0.143], [0.048, 0.220, 0.083], [-0.317, -0.212, -0.045], [0.155, 0.966, 0.614], [0.165, -0.447, 0.013], [-1.050, -0.476, 0.209], [0.820, -0.598, -0.267], [-0.101, 0.363, 0.281], [1.691, 0.661, -0.798], [0.234, 1.329, 0.165], [0.311, -0.292, 0.041], [-0.010, -0.201, 0.116], [-0.202, 0.809, -0.480], [0.040, 0.100, -0.061], [0.133, -0.583, -0.236], [-0.855, 0.077, 0.219], [0.705, 0.249, 0.057], [0.119, 0.115, 0.179], [-0.092, 0.131, -0.449], [0.137, 1.080, -0.432], [-0.192, -1.347, -0.665], [-0.695, 0.380, -0.077], [-1.218, 0.500, 0.252], [-2.721, -1.318, -0.447], [-0.436, 0.678, -0.076], [0.038, -0.115, -0.100], [0.392, -0.261, 0.081], [0.510, -0.401, 0.125], [-0.935, -1.058, 0.475], [-1.880, 0.084, -0.157], [-1.658, -0.954, -0.437], [0.530, 0.110, 0.188], [-0.040, 0.062, 0.056], [-0.554, 0.408, -0.077], [0.454, -0.365, -0.159], [0.095, -0.267, 0.015], [0.021, 0.119, 0.192], [1.514, 0.127, -0.080], [0.029, 0.151, 0.089], [0.134, 0.162, -0.527], [0.615, 0.571, 0.154]], "nbo_charge": [0.194, -0.201, -0.673, 0.199, 0.202, 0.218, -0.664, -0.156, 0.212, -0.232, 0.204, 0.233, -0.622, 0.209, -0.531, 0.206, 0.205, 0.536, 0.232, -0.202, -0.077, 0.227, -0.423, -0.010, 0.215, 0.218, -0.511, 0.212, -0.680, -0.246, -0.014, 0.183, 0.154, 0.760, -0.552, -0.635, 0.767, -0.171, -0.248, 0.085, 0.249, 0.259, -0.634, -0.054, 0.095, 0.200, 0.223, -0.200, -0.222, 0.212, -0.238, 0.805, -0.555, 0.258, -0.224]}



4.
{"formula": "C6H12Cl3N7Nd", "method": "the ωB97M-V functional and the def2-TZVPD basis", "charge": 3, "largest_force_ev_per_a": 0.74, "homo_lumo_gap_ev": [7.90, 8.98], "lumo_ev": [-11.02, -9.94], "total_energy_ev": -69666.5643, "spin_multiplicity": 4, "species": ["H", "H", "N", "C", "N", "Nd", "H", "H", "Cl", "H", "C", "Cl", "H", "Cl", "N", "N", "H", "C", "H", "H", "N", "C", "N", "H", "C", "H", "N", "C", "H"], "xyz": [[-1.017187, 3.125133, -5.993092], [3.800918, -1.331387, 2.227282], [2.143723, -1.782758, 0.934632], [2.734936, -1.119250, 2.145764], [-1.101342, 2.425833, -5.269978], [-0.180334, -0.828850, 0.650429], [0.511781, 4.267247, -4.519409], [0.767589, 0.514413, 3.281196], [-5.626422, -2.318788, 2.110263], [2.223353, -2.795198, 1.041388], [-0.440570, 2.501617, -4.135225], [-3.967964, -3.166133, 4.359688], [2.725737, -1.573178, 0.120932], [-4.198172, -4.858705, 1.992563], [0.366490, 3.513348, -3.863328], [-2.111747, -1.976986, 1.583665], [0.857714, 3.557516, -2.987293], [2.478589, 0.370248, 2.116704], [3.063885, 0.878133, 2.883242], [2.779159, 0.802856, 1.158258], [-0.037664, 0.593243, -1.093895], [-4.218186, -3.226565, 2.621926], [-0.643026, 1.490074, -3.258188], [-1.710336, 1.639216, -5.436269], [-0.293235, 1.100709, -2.150873], [0.839170, 1.640585, 2.129403], [1.013332, 0.648728, 2.298767], [-3.024848, -2.520814, 2.027028], [2.264659, -1.570287, 3.024425]], "atomic_forces_ev_per_a": [[-0.009, 0.003, -0.003], [0.005, 0.061, -0.094], [-0.174, 0.082, -0.052], [0.032, -0.208, 0.137], [0.040, -0.017, 0.032], [0.423, 0.486, -0.293], [0.004, 0.006, 0.004], [0.052, -0.012, 0.003], [-0.050, -0.003, 0.011], [0.022, 0.007, 0.029], [-0.038, 0.066, -0.011], [-0.057, -0.033, 0.028], [0.047, 0.019, 0.055], [-0.014, -0.056, -0.008], [-0.011, -0.081, 0.029], [-0.242, -0.152, 0.065], [0.028, 0.047, -0.016], [0.019, 0.204, -0.026], [-0.025, -0.068, 0.042], [0.011, -0.049, 0.017], [-0.145, -0.312, 0.285], [0.592, 0.380, -0.230], [0.001, -0.046, 0.069], [-0.002, 0.009, -0.031], [-0.018, 0.016, -0.133], [0.047, -0.004, 0.024], [-0.150, -0.126, -0.125], [-0.427, -0.252, 0.188], [0.039, 0.034, 0.005]], "nbo_charge": [0.442, 0.264, -0.943, -0.253, -0.695, 2.328, 0.445, 0.422, 0.167, 0.430, 0.684, 0.161, 0.420, 0.170, -0.723, -0.652, 0.429, -0.255, 0.264, 0.220, -0.954, -0.285, -0.557, 0.448, 0.750, 0.428, -0.937, 0.564, 0.220]}



What did the second record say?
{"formula": "As3CsF18", "method": "the ωB97M-V functional and the def2-TZVPD basis", "charge": -2, "de_lowest_ev": 1.6852, "largest_force_ev_per_a": 3.00, "homo_lumo_gap_ev": 11.71, "lumo_ev": 4.06, "total_energy_ev": -231993.9369, "species": ["As", "F", "F", "F", "F", "Cs", "F", "F", "As", "As", "F", "F", "F", "F", "F", "F", "F", "F", "F", "F", "F", "F"], "xyz": [[-19.129977, 20.848037, 5.259589], [-21.000373, 28.836914, 0.171446], [-19.566936, 19.864447, 3.766169], [-23.611306, 19.407559, 0.140711], [-22.311506, 19.440590, 2.320041], [-20.228686, 23.045735, 1.874868], [-18.619960, 21.771356, 6.686303], [-21.291021, 27.083479, -1.705350], [-21.914369, 19.470569, 0.597460], [-20.924270, 27.021201, 0.064050], [-21.412245, 19.395842, -1.104440], [-20.644389, 27.007028, 1.868859], [-20.163104, 19.511966, 1.015009], [-19.175339, 27.120391, -0.168481], [-22.084567, 21.304262, 0.621699], [-20.902525, 25.264274, 0.059720], [-17.517435, 19.990410, 5.283441], [-22.689131, 26.925087, 0.328263], [-19.758577, 19.546047, 6.497128], [-20.753290, 21.673743, 5.416310], [-21.887350, 17.687502, 0.579521], [-18.711045, 22.141652, 4.011196]], "atomic_forces_ev_per_a": [[-1.169, -2.095, 0.593], [0.085, -1.907, -0.308], [0.305, 1.367, 2.524], [0.770, 0.195, 0.180], [0.197, 0.258, -1.283], [-0.173, -0.080, -0.036], [-0.012, -0.254, -1.488], [0.847, -0.125, 1.773], [0.394, -1.036, 0.317], [-1.148, 1.877, 0.639], [-0.492, 0.700, 0.965], [-0.278, -0.245, -1.815], [-1.649, 0.511, -0.377], [-1.197, -0.291, -0.135], [0.537, -1.774, -0.254], [0.353, 0.542, -0.206], [-1.815, 1.454, -0.324], [1.369, 0.185, -0.002], [0.858, 1.798, -2.243], [1.794, -1.058, -0.627], [0.060, 1.117, 0.183], [0.364, -1.138, 1.924]], "nbo_charge": [2.764, -0.632, -0.598, -0.626, -0.614, 0.989, -0.615, -0.627, 2.803, 2.800, -0.627, -0.643, -0.627, -0.620, -0.668, -0.647, -0.618, -0.627, -0.636, -0.626, -0.637, -0.666]}